No. 1
Formula: C4H7F
Source: OMol25
Level of theory: ωB97M-V with the def2-TZVPD basis set

structure (SMILES)	C=C[C@@H](C)F
HOMO	-10.29	eV

```
! RIJCOSX wB97M-V def2-TZVPD def2/J DEFGRID3
* xyz 0 1
C -0.875 0.375 -1.391
C -0.457 -0.544 -0.191
C 0.667 0.310 0.633
C 1.250 -0.127 1.728
H -1.503 1.176 -0.999
H -0.046 0.943 -1.880
H -1.518 -0.123 -2.140
H -1.308 -0.777 0.367
H 0.951 1.265 0.113
H 2.092 0.302 2.211
H 0.711 -1.022 2.132
F 0.038 -1.778 -0.582
*
```

***

No. 2
Formula: C28H33N3P2Tc
Source: OMol25
Level of theory: ωB97M-V with the def2-TZVPD basis set

HOMO (spin up / spin down)	-14.43 / -14.41	eV

```
! RIJCOSX wB97M-V def2-TZVPD def2/J DEFGRID3
* xyz 2 2
Tc 0.635 -0.352 -1.426
N -1.479 0.740 0.522
P -0.898 1.617 -0.781
C -2.293 2.441 -1.528
C -2.493 3.812 -1.388
C -3.642 4.389 -1.917
C -4.573 3.604 -2.580
C -4.369 2.235 -2.729
C -3.228 1.653 -2.207
C 0.274 2.853 -0.231
C 0.965 3.582 -1.206
C 1.922 4.510 -0.831
C 2.200 4.707 0.518
C 1.518 3.986 1.487
C 0.554 3.056 1.118
P -0.536 -0.661 0.664
C 0.419 -0.571 2.168
C -0.207 -0.776 3.402
C 0.507 -0.588 4.574
C 1.843 -0.206 4.524
C 2.472 -0.006 3.302
C 1.759 -0.186 2.126
C -1.671 -2.027 0.810
C -2.934 -1.947 0.220
C -3.795 -3.031 0.285
C -3.397 -4.194 0.931
C -2.141 -4.279 1.518
C -1.275 -3.199 1.460
H -2.055 1.129 1.263
H -1.771 4.430 -0.871
H -3.807 5.451 -1.806
H -5.465 4.059 -2.989
H -5.094 1.628 -3.252
H -3.067 0.586 -2.326
H 0.735 3.451 -2.259
H 2.442 5.086 -1.584
H 2.947 5.432 0.812
H 1.731 4.152 2.534
H 0.023 2.504 1.883
H -1.243 -1.088 3.451
H 0.026 -0.748 5.530
H 2.397 -0.067 5.442
H 3.512 0.288 3.269
H 2.250 -0.019 1.175
H -3.251 -1.036 -0.271
H -4.778 -2.969 -0.161
H -4.074 -5.036 0.986
H -1.844 -5.184 2.031
H -0.307 -3.265 1.942
C 1.824 -3.938 -0.596
C 2.645 -2.695 -0.939
C 3.419 -2.887 -2.242
C 3.579 -2.299 0.204
N 1.696 -1.606 -1.172
H 2.515 -4.761 -0.414
H 1.161 -4.213 -1.415
H 1.230 -3.781 0.303
H 4.086 -3.739 -2.119
H 4.024 -2.011 -2.478
H 2.746 -3.102 -3.073
H 4.371 -3.045 0.267
H 3.051 -2.272 1.157
H 4.040 -1.327 0.024
N 0.994 0.354 -3.502
H 1.669 1.114 -3.574
H 0.151 0.680 -3.974
H 1.356 -0.417 -4.060
*
```

***

No. 3
Formula: C30H21BBr3F8InN3OP
Source: OMol25
Level of theory: ωB97M-V with the def2-TZVPD basis set

HOMO (spin up / spin down)	-8.28 / -6.71	eV

```
! RIJCOSX wB97M-V def2-TZVPD def2/J DEFGRID3
* xyz 0 1
In 0.057 0.811 1.607
Br -1.333 -0.297 3.492
C 0.289 -0.498 4.570
Br 1.749 0.272 3.548
H 0.479 -1.551 4.762
H 0.168 0.054 5.496
C 4.384 3.999 -1.014
C 3.162 4.289 -0.432
C 2.384 3.275 0.105
C 2.809 1.941 0.074
C 4.049 1.673 -0.515
C 4.826 2.686 -1.052
N 2.013 0.868 0.635
N 2.646 -0.267 0.505
C 2.017 -1.371 0.989
C 2.711 -2.577 0.840
C 2.163 -3.740 1.302
C 0.917 -3.695 1.917
C 0.281 -2.481 2.035
N 0.772 -1.293 1.594
H 4.992 4.792 -1.433
H 2.808 5.311 -0.391
H 1.447 3.527 0.552
H 4.419 0.658 -0.557
H 5.781 2.448 -1.503
H 3.679 -2.575 0.360
H 2.693 -4.677 1.192
H 0.448 -4.592 2.298
H -0.669 -2.438 2.505
F -6.729 1.931 -1.170
C -5.505 1.446 -1.034
C -5.033 0.504 -1.927
F -5.809 0.090 -2.920
C -3.752 -0.002 -1.791
F -3.339 -0.888 -2.688
C -2.914 0.414 -0.765
P -1.235 -0.213 -0.446
C -0.254 0.014 -1.955
C 0.937 -0.693 -2.109
C 1.740 -0.508 -3.224
C 1.370 0.404 -4.201
C 0.200 1.133 -4.049
C -0.597 0.946 -2.930
C -1.628 -2.020 -0.463
C -1.573 -2.797 -1.626
C -1.885 -4.148 -1.603
C -2.270 -4.753 -0.415
C -2.343 -3.998 0.740
C -2.023 -2.645 0.707
C -3.414 1.384 0.127
Br -2.300 2.038 1.513
C -4.693 1.891 -0.008
F -5.155 2.809 0.833
H 1.256 -1.400 -1.359
H 2.658 -1.072 -3.324
H 1.995 0.553 -5.072
H -0.088 1.857 -4.800
H -1.488 1.556 -2.835
H -1.294 -2.353 -2.572
H -1.831 -4.726 -2.516
H -2.517 -5.807 -0.395
H -2.649 -4.459 1.672
H -2.093 -2.085 1.619
F -0.675 3.942 4.256
B 0.458 3.807 3.458
F 0.310 2.568 2.695
F 1.600 3.699 4.239
F 0.561 4.865 2.570
O -0.136 2.162 0.286
*
```

***

No. 4
Formula: C5H7N
Source: OMol25
Level of theory: ωB97M-V with the def2-TZVPD basis set

structure (SMILES)	N#CCC1CC1
HOMO	-9.87	eV

```
! RIJCOSX wB97M-V def2-TZVPD def2/J DEFGRID3
* xyz 0 1
N -1.931 -1.349 -0.478
C -0.925 -1.363 -1.057
C 0.426 -0.808 -1.142
C 0.453 -0.151 0.262
C -0.761 0.430 0.848
C 0.715 1.242 0.632
H 0.512 -0.094 -1.969
H 1.224 -1.551 -1.236
H 0.908 -0.815 0.996
H -1.226 -0.008 1.739
H -1.492 0.956 0.236
H 0.476 2.051 -0.053
H 1.622 1.459 1.222
*
```

***

Strongest force on any atom across the listed records, respectively: 3.771 0.606 4.245 2.474 eV/A.
E across the listed records, respectively: -256.4227 -2014.0511 -10472.6068 -249.3726 hartree.
Relative energy (zero: lowest compared OMol25 entry of this formula, charge and spin) across the listed records, respectively: 13.3 9.8 178.1 63.2 kcal per mole.